No. 1
This record from the Open Molecules 2025 dataset describes a structure of composition C40H45NO3PbTe at a distorted geometry. The level of theory is wB97M-V/def2-TZVPD.

Computed properties:
- E_tot (Eh) = -2291.97973
- charge = +2
- strongest force on any atom (eV/Å) = 2.53
- energy above the lowest of the compared OMol25 structures with the same formula, charge and spin (kJ/mol) = 327.1
- LUMO (alpha / beta) (eV) = -8.77 / -9.15
- HOMO-LUMO gap (alpha / beta) (eV) = 4.59 / 4.20

Each line ends with the Mulliken charge.
CARTESIAN COORDINATES (ANGSTROEM)
Pb: -0.355 -0.040 0.813  1.1386
C: 0.691 -3.754 1.216  -2.2610
C: 1.295 -2.448 1.667  0.8962
C: 2.492 -2.019 1.056  1.5324
C: 3.060 -2.886 -0.040  -2.0905
C: 3.163 -0.891 1.548  0.8859
C: 4.421 -0.359 0.916  -2.3715
C: 2.698 -0.261 2.721  1.1561
C: 3.470 0.892 3.308  -2.3256
C: 1.557 -0.732 3.381  1.4406
C: 1.209 -0.218 4.756  -2.2770
C: 0.791 -1.762 2.802  0.6548
C: -0.461 -2.241 3.500  -2.1168
H: -0.149 -4.060 1.831  0.5173
H: 1.446 -4.538 1.297  0.4143
H: 0.375 -3.723 0.172  0.1102
H: 2.298 -3.198 -0.754  0.3361
H: 3.470 -3.798 0.402  0.4846
H: 3.870 -2.418 -0.586  0.5180
H: 5.242 -0.389 1.635  0.4415
H: 4.288 0.679 0.607  0.3764
H: 4.739 -0.921 0.047  0.4450
H: 3.989 1.464 2.543  0.5104
H: 4.229 0.523 4.002  0.4124
H: 2.820 1.572 3.853  0.6541
H: 0.481 0.598 4.723  0.2957
H: 2.097 0.143 5.265  0.4674
H: 0.793 -1.012 5.374  0.5086
H: -0.214 -3.040 4.204  0.5005
H: -1.196 -2.637 2.798  0.1115
H: -0.934 -1.438 4.062  0.4836
N: -2.105 1.781 -0.402  -0.2591
C: -3.105 2.179 0.533  0.4082
C: -4.449 1.917 0.288  -1.0562
C: -5.417 2.349 1.177  -0.6432
C: -5.048 3.033 2.329  -0.8872
C: -3.709 3.263 2.592  -0.8295
C: -2.721 2.834 1.706  0.9805
C: -1.293 3.107 1.961  0.5808
C: -0.932 4.383 2.441  -0.7743
C: 0.385 4.740 2.655  -1.1264
C: 1.405 3.834 2.417  -0.8646
C: 1.090 2.565 1.946  -0.3942
C: -0.232 2.255 1.759  0.3998
H: -2.529 1.500 -1.280  -0.3853
H: -1.438 2.531 -0.588  0.4915
H: -4.731 1.396 -0.622  0.5777
H: -6.464 2.178 0.968  0.4565
H: -5.797 3.385 3.023  0.4488
H: -3.422 3.765 3.506  0.6222
H: -1.732 5.095 2.585  0.6231
H: 0.612 5.745 2.986  0.4343
H: 2.443 4.091 2.580  0.5353
H: 1.882 1.861 1.740  0.8069
O: 0.104 -1.105 -1.587  0.2095
C: 0.277 -0.133 -2.627  3.5261
C: 0.341 1.333 -1.918  -0.3339
O: 0.036 2.318 -2.548  -0.6086
O: 0.714 1.224 -0.701  -0.3370
C: 1.637 -0.142 -3.285  -0.7054
C: 1.810 0.574 -4.473  -0.3314
C: 3.047 0.611 -5.091  -0.9406
C: 4.135 -0.040 -4.523  -0.6284
C: 3.978 -0.722 -3.327  -0.7908
C: 2.742 -0.756 -2.700  0.0854
C: -0.879 -0.247 -3.612  -0.5989
C: -1.983 0.597 -3.642  0.0975
C: -2.961 0.447 -4.617  -1.2012
C: -2.860 -0.563 -5.560  -0.5912
C: -1.778 -1.429 -5.517  -0.8934
C: -0.796 -1.276 -4.552  -0.5596
H: 0.931 -1.597 -1.482  -0.3575
H: 0.970 1.099 -4.904  0.5386
H: 3.163 1.165 -6.012  0.4492
H: 5.099 -0.009 -5.010  0.4419
H: 4.827 -1.225 -2.884  0.4469
H: 2.667 -1.266 -1.743  -0.2760
H: -2.063 1.422 -2.949  0.8502
H: -3.796 1.135 -4.642  0.4850
H: -3.604 -0.653 -6.339  0.4517
H: -1.684 -2.218 -6.252  0.4701
H: 0.055 -1.946 -4.544  0.4479
C: -4.031 -1.622 1.010  -0.9853
Te: -2.629 -1.483 -0.610  0.5598
C: -2.288 -3.597 -0.636  -1.0929
H: -3.628 -2.246 1.803  0.3494
H: -4.953 -2.059 0.633  0.4410
H: -4.231 -0.622 1.387  0.2708
H: -3.239 -4.074 -0.867  0.5145
H: -1.925 -3.948 0.325  0.2675
H: -1.572 -3.819 -1.422  0.3333

=====

No. 2
This record from the Open Molecules 2025 dataset describes the molecule C6H9N. The level of theory is wB97M-V/def2-TZVPD.

Computed properties:
- E_tot (Eh) = -288.68988
- strongest force on any atom (eV/Å) = 0.52
- energy above the lowest of the compared OMol25 structures with the same formula, charge and spin (kJ/mol) = 242.0
- LUMO (eV) = 0.92
- HOMO-LUMO gap (eV) = 10.17

Each line ends with the Mulliken charge.
CARTESIAN COORDINATES (ANGSTROEM)
C: 2.920 0.436 2.400  -1.3075
C: 1.883 0.172 1.402  1.1291
C: 1.039 -0.045 0.570  -0.6246
C: -0.014 -0.293 -0.416  -0.6289
C: -1.396 -0.363 0.220  0.0244
N: -2.514 -0.267 -0.364  -0.5348
C: -2.542 0.004 -1.790  -0.7864
H: 2.895 1.481 2.723  0.2967
H: 3.914 0.231 1.990  0.2961
H: 2.780 -0.195 3.284  0.2976
H: 0.178 -1.244 -0.933  0.2889
H: 0.013 0.485 -1.188  0.2990
H: -1.408 -0.517 1.303  0.4095
H: -1.695 -0.406 -2.358  0.2685
H: -2.553 1.092 -1.929  0.3063
H: -3.468 -0.390 -2.216  0.2662

=====

No. 3
This record from the Open Molecules 2025 dataset describes a cluster of 3 separate species, C21H45N4O4P in total. The level of theory is wB97M-V/def2-TZVPD.

Computed properties:
- E_tot (Eh) = -1688.29069
- strongest force on any atom (eV/Å) = 0.24
- multiplicity = 3
- LUMO (alpha / beta) (eV) = 0.32 / 0.32
- expectation value of S² = 2.008
- HOMO-LUMO gap (alpha / beta) (eV) = 8.16 / 8.99

Each line ends with the Mulliken spin population.
CARTESIAN COORDINATES (ANGSTROEM)
N: 0.142 1.606 -1.076  0.0006
C: 1.021 1.396 0.070  0.0126
C: 2.515 1.613 -0.202  0.0000
C: 3.084 0.533 -1.122  -0.0148
P: 4.704 0.951 -1.888  -0.0002
O: 4.285 2.302 -2.825  -0.0001
N: 3.318 2.077 -3.830  0.0000
O: 3.049 3.069 -4.377  0.0001
H: 0.194 0.828 -1.723  0.0068
H: 0.384 2.454 -1.577  -0.0017
H: 0.868 0.371 0.417  0.0019
H: 0.699 2.036 0.893  -0.0091
H: 3.056 1.629 0.746  0.0001
H: 2.647 2.602 -0.654  -0.0004
H: 3.254 -0.388 -0.554  -0.0002
H: 2.369 0.282 -1.904  0.0203
H: 4.630 -0.036 -2.911  0.0000
C: -1.852 -3.425 -3.867  0.0222
C: -1.380 -2.036 -3.399  -0.0454
C: -1.997 -0.891 -4.221  0.0255
C: -1.442 -0.781 -5.633  -0.0074
C: 0.071 -0.614 -5.600  0.0196
C: 0.781 -1.759 -4.860  -0.0157
N: 0.117 -1.891 -3.507  0.5093
O: 0.659 -1.198 -2.585  0.4500
C: 0.734 -3.047 -5.680  0.0292
C: 2.241 -1.389 -4.618  0.0052
C: -1.771 -1.859 -1.934  -0.0009
H: -2.648 -3.343 -4.609  0.0005
H: -1.057 -4.025 -4.293  -0.0126
H: -2.247 -3.982 -3.018  -0.0004
H: -1.802 0.046 -3.689  0.0033
H: -3.081 -1.033 -4.235  0.0024
H: -1.725 -1.654 -6.229  -0.0005
H: -1.889 0.085 -6.126  0.0008
H: 0.482 -0.556 -6.611  0.0000
H: 0.319 0.325 -5.095  0.0021
H: 1.093 -3.896 -5.097  -0.0111
H: 1.404 -2.918 -6.531  0.0001
H: -0.252 -3.279 -6.073  -0.0003
H: 2.316 -0.435 -4.106  0.0065
H: 2.751 -1.313 -5.580  -0.0006
H: 2.744 -2.148 -4.015  -0.0005
H: -1.250 -2.585 -1.308  -0.0002
H: -2.845 -2.039 -1.853  -0.0003
H: -1.550 -0.862 -1.563  0.0080
C: 0.058 2.663 6.135  0.0205
C: -0.628 2.271 4.812  -0.0155
C: -2.163 2.311 4.907  0.0317
C: -2.756 1.178 5.730  -0.0135
C: -2.317 -0.171 5.174  0.0273
C: -0.790 -0.318 5.118  -0.0178
N: -0.246 0.880 4.376  0.4609
O: -0.155 0.725 3.113  0.4968
C: -0.214 -0.457 6.528  0.0298
C: -0.404 -1.563 4.326  -0.0060
C: -0.175 3.246 3.728  -0.0050
H: -0.667 3.029 6.864  0.0002
H: 0.607 1.847 6.587  -0.0122
H: 0.776 3.462 5.953  -0.0013
H: -2.561 2.253 3.889  0.0020
H: -2.452 3.284 5.313  0.0012
H: -2.474 1.275 6.783  -0.0013
H: -3.846 1.244 5.699  0.0011
H: -2.718 -0.991 5.775  -0.0003
H: -2.709 -0.287 4.159  0.0017
H: 0.875 -0.401 6.512  -0.0135
H: -0.495 -1.442 6.906  0.0003
H: -0.595 0.281 7.229  0.0010
H: -0.852 -1.562 3.337  0.0052
H: -0.745 -2.443 4.875  0.0002
H: 0.679 -1.623 4.209  -0.0016
H: 0.898 3.154 3.555  -0.0045
H: -0.386 4.259 4.077  0.0000
H: -0.692 3.076 2.787  0.0081